Entry 1:
A structure of composition C14H25FeN6S at a distorted geometry, computed with wB97M-V/def2-TZVPD.

```
47
Properties=species:S:1:pos:R:3:forces:R:3
Fe 0.629523 -0.200884 -0.029597 -1.0039 0.4149 -0.2533
C -2.084048 -3.673654 -0.826036 -0.0459 0.1182 -0.0840
C -1.525496 -2.398005 -0.286665 0.4521 0.1428 -1.5632
N -0.793717 -1.608415 -1.005408 0.4489 0.3501 1.4860
N -0.541152 -1.919654 -2.285984 -1.1253 -0.7006 -1.2446
C 0.652278 -1.692114 -2.723168 0.3602 0.3529 1.2057
N 0.958253 -1.875592 -4.017295 -0.0775 -0.0863 -0.2413
S 1.954638 -1.180260 -1.652364 0.6504 -0.0254 0.0219
C -1.600749 -2.103338 1.135427 0.0353 0.2117 0.8870
C -2.600734 -2.626580 1.960337 0.2733 0.1897 -0.2799
C -2.477373 -2.512669 3.330810 0.3619 0.2357 0.0748
C -1.346219 -1.891601 3.845764 -0.2719 -0.0459 -0.1659
C -0.443047 -1.331216 2.959848 0.0968 0.0784 0.2752
N -0.561078 -1.402877 1.639309 0.0643 0.1299 -0.3683
H -1.275102 -4.239159 -1.289831 -0.0341 0.0045 -0.0465
H -2.819293 -3.464730 -1.600304 -0.0425 -0.0358 -0.1158
H -2.535987 -4.278191 -0.049484 -0.0451 -0.0674 0.0383
H 0.293987 -2.349155 -4.608983 -0.0075 0.0398 0.0320
H 1.925647 -1.877851 -4.287254 -0.0090 -0.0212 0.0105
H -3.463722 -3.110707 1.532250 0.0081 -0.0938 -0.0977
H -3.233743 -2.913540 3.985928 -0.0802 -0.0599 0.0736
H -1.178967 -1.829130 4.906787 0.0585 0.0456 0.1451
H 0.438863 -0.828355 3.330751 0.0191 0.0415 0.0557
C 0.304564 1.504747 -2.911354 0.0602 -0.1651 -0.2320
N 0.235312 1.792354 -1.477679 0.1628 -0.2045 0.3304
C -1.043917 2.450224 -1.203742 -0.0582 -0.0020 0.0782
C 1.379329 2.655154 -1.139533 0.0507 0.0180 0.2602
C 1.437660 3.003309 0.344766 -0.1320 0.0052 -0.5225
N 1.377246 1.799665 1.181894 -0.2331 -0.7197 -0.3396
C 2.705129 1.208112 1.359381 0.2312 0.0568 0.0172
C 0.789903 2.118147 2.478314 -0.1305 -0.0086 0.2137
H 0.247694 2.424503 -3.506859 -0.0599 0.0259 0.0796
H -0.517777 0.850800 -3.192496 -0.0166 -0.0344 -0.0247
H 1.242519 1.003065 -3.136059 -0.0100 0.0133 -0.0255
H -1.095123 3.437769 -1.682163 -0.0088 -0.0341 0.0520
H -1.200361 2.559295 -0.133159 -0.0251 0.0718 0.0765
H -1.849582 1.833773 -1.599554 0.0042 -0.0039 0.0129
H 1.342800 3.594701 -1.712967 0.0074 -0.1282 0.0027
H 2.286092 2.117159 -1.432091 -0.0579 0.0496 -0.0661
H 0.590926 3.644545 0.595140 0.0698 -0.0423 0.0689
H 2.354261 3.578623 0.536127 -0.1072 -0.0615 0.0877
H 3.358611 1.857736 1.952067 0.0339 -0.0038 0.0309
H 3.172361 1.040634 0.389399 0.0411 -0.0262 -0.0005
H 2.613695 0.248247 1.872810 0.0643 -0.0180 0.0413
H 1.365838 2.887493 3.008288 0.0030 -0.0311 -0.0562
H 0.761762 1.225986 3.097358 0.0280 0.0004 0.0701
H -0.231705 2.471635 2.347274 -0.0032 0.0231 -0.0005
```
Forces are in eV/Å.

Its charge is +1. The spin multiplicity is 5. The value obtained for the energy above the lowest of the compared OMol25 structures with the same formula, charge and spin is 87.1 kJ/mol. The calculation puts the lowest unoccupied orbital energy (alpha / beta) at -3.192 / -3.499 eV.

=====

Entry 2:
A structure of composition C20H20CdN6O6 at a distorted geometry, computed with wB97M-V/def2-TZVPD.

```
53
Properties=species:S:1:pos:R:3:forces:R:3
Cd -0.318159 -0.011629 0.096890 0.7313 0.3792 0.7180
N -0.063003 0.559908 3.383731 0.3815 1.0432 1.4201
O -0.625315 -0.122349 4.172573 -1.8963 -2.7404 2.5076
O -0.289344 0.343476 2.188000 0.2490 0.4872 -1.6870
O 0.661043 1.453786 3.787553 1.3413 1.4991 -0.9487
N -0.691171 -0.450455 -3.094759 -0.5610 1.4618 -2.6653
O 0.113234 -1.178920 -3.584748 1.8777 -2.3885 -4.4575
O -0.609077 -0.428908 -1.919860 -1.1139 0.4642 6.1416
O -1.490696 0.310257 -3.641941 -0.2934 -0.1033 -1.3453
N -0.098685 2.052330 -0.484940 0.8638 4.4118 -3.1608
C -0.033039 3.099395 0.390539 -0.2354 -3.6526 -0.0706
C 0.485551 4.295805 0.109883 0.5468 2.5151 0.4970
C 0.919226 4.699875 -1.142041 0.2181 -1.5183 -0.7205
C 0.909051 3.690077 -2.128759 -1.3856 -0.1355 2.0552
C 0.329834 2.429164 -1.761565 0.9637 0.9459 0.6230
H -0.278575 2.824239 1.405625 -0.1804 0.0767 0.1917
H 0.588278 4.919568 0.985543 -0.0737 0.5398 -0.1708
H 1.296446 5.699546 -1.299379 0.0972 -0.0215 -0.1109
H 1.264608 3.842508 -3.137099 -0.0902 -0.0527 -0.0114
H 0.381641 1.789677 -2.630334 -0.5977 -1.0382 0.6130
N 1.934033 0.124012 -0.255594 3.4275 0.1126 0.4564
C 2.842676 0.970958 0.302651 -1.6648 1.0202 0.4776
C 4.220315 0.861396 0.347182 0.1765 -1.3146 -0.1368
C 4.781395 -0.226412 -0.283070 -1.8135 -0.3983 -1.2051
C 3.880407 -1.008424 -1.097840 2.3479 0.2432 1.7072
C 2.521773 -0.877327 -0.921432 0.0877 -0.1540 -0.9976
H 2.391328 1.821006 0.792642 -0.1523 0.1037 0.2055
H 4.939666 1.433352 0.914456 -0.7574 0.7249 0.2615
H 5.829452 -0.363142 -0.061096 0.1652 -0.5804 -0.8422
H 4.294256 -1.789728 -1.718083 -0.2249 -0.1927 0.0232
H 1.908612 -1.615850 -1.416426 -0.4646 0.1563 -0.0675
N -0.159584 -2.110343 0.401433 1.0966 -6.3014 1.6180
C -0.535690 -3.066936 -0.571324 0.9574 3.6961 0.7082
C -0.168908 -4.355149 -0.571328 1.0927 -2.2321 1.0195
C 0.621733 -4.863002 0.470989 -0.4397 0.2291 -0.8486
C 0.950021 -4.038928 1.523870 -0.5801 0.1014 -0.0318
C 0.524015 -2.714452 1.508936 -1.5704 0.9088 -2.2373
H -0.955033 -2.683378 -1.489715 -0.4187 0.4461 0.2454
H -0.423702 -5.038697 -1.367719 -0.2034 0.2695 -0.2110
H 0.950141 -5.888561 0.388721 0.0737 -0.0873 0.3151
H 1.426284 -4.455811 2.398957 0.2317 0.2478 0.0451
H 0.662599 -2.147878 2.417876 0.0345 0.6736 -0.2919
N -2.461162 0.026613 0.146836 -5.7290 -0.6984 1.3688
C -3.275926 -1.004948 0.658704 0.7800 0.5206 -0.0151
C -4.585698 -0.909342 1.126932 0.5137 2.8467 -0.9528
C -5.177039 0.364578 0.947047 0.2675 -0.8397 0.5478
C -4.456851 1.412531 0.377571 -0.5762 -0.5817 0.4352
C -3.143083 1.212592 0.028154 1.0245 -1.5731 -0.8534
H -2.917203 -2.021897 0.718212 1.0608 0.1854 -0.1031
H -5.142566 -1.674408 1.647480 0.3070 -0.3354 -0.3259
H -6.192619 0.450024 1.304396 -0.1489 0.4890 -0.1564
H -4.883589 2.388227 0.197842 -0.1719 -0.0482 0.0416
H -2.651902 1.971970 -0.562174 0.4278 0.1892 0.3824
```
Forces are in eV/Å.

The spin multiplicity is 1. The value obtained for the energy above the lowest of the compared OMol25 structures with the same formula, charge and spin is 372.2 kJ/mol. The calculation puts the lowest unoccupied orbital energy at -0.229 eV.

=====

Entry 3:
The molecule C3H3ClF2 at a distorted geometry, computed with wB97M-V/def2-TZVPD.

```
9
Properties=species:S:1:pos:R:3:forces:R:3
C 0.475037 0.268525 -0.513496 3.9801 -1.5961 -6.0245
C -0.279565 0.557419 0.638762 2.8051 5.3079 6.2933
C -0.652062 -0.538534 -0.128968 -2.1151 0.6410 -1.0787
H 0.493762 0.590526 -1.583146 -0.2692 0.9008 1.4676
H 0.473878 0.244222 1.527785 -2.4195 0.8554 -1.6032
H -0.524767 1.647206 0.693878 -0.9475 -1.3656 0.1863
F -0.229884 -1.617891 0.379971 -0.7223 -5.0873 1.5164
F -1.868874 -0.565958 -0.715140 0.5246 -0.5072 -0.4252
Cl 2.112475 -0.585512 -0.299646 -0.8361 0.8512 -0.3319
```
Forces are in eV/Å.

Its SMILES is FC1(F)C[C@H]1Cl. The spin multiplicity is 1. The value obtained for the energy above the lowest of the compared OMol25 structures with the same formula, charge and spin is 238.8 kJ/mol. The calculation puts the lowest unoccupied orbital energy at 0.962 eV.

=====

| no. | energy (hartree) |
| --- | --- |
| 1 | -2538.71388 |
| 2 | -1721.51086 |
| 3 | -775.92816 |